# 1
Computed, not measured: 2 unconnected molecules or ions with the total composition CH6N2O at a distorted geometry, with ωB97M-V with the def2-TZVPD basis set.

Last column: Löwdin charge in e.
Cartesian coordinates (Å):
H 0.9333 0.7277 -1.3116  0.1074
N 0.5460 -1.7028 1.5934  -0.0529
H -0.5295 1.9091 -1.4525  0.1208
N -0.5117 0.8276 0.3520  -0.0064
H -0.3410 1.7352 0.7649  0.0291
H -0.7219 0.0027 -1.3321  0.0289
C -0.1871 0.8381 -0.9911  -0.2744
H -0.0161 -2.1945 0.8805  0.1135
H 0.2616 -1.7293 2.5377  0.0822
O 1.2414 -0.7138 1.1389  -0.1482

Results
**Orbital gap (alpha / beta)**: 0.363 / 0.332 hartree
**Energy above the lowest of the compared OMol25 structures with the same formula, charge and spin**: 5.6762 eV
**Strongest force on any atom**: 3.69 eV/A
**Lowest unoccupied orbital energy (alpha / beta)**: 0.68 / 0.24 eV


# 2
Computed, not measured: 2 unconnected molecules or ions with the total composition C3H11N3 at a distorted geometry, with ωB97M-V with the def2-TZVPD basis set.

Last column: Löwdin charge in e.
Cartesian coordinates (Å):
H -0.2714 2.1337 -0.5358  0.0720
H -1.5751 1.5490 -1.5871  0.0707
C -1.1035 1.4293 -0.6095  -0.1121
H -0.7888 -0.6575 -1.2369  0.0948
N 1.8501 -0.1618 -1.4058  -0.0534
N -0.1686 0.3014 1.9345  0.0922
H 1.6273 -0.9666 -1.9922  -0.0092
C -0.0743 -0.4621 0.7545  -0.5294
N -0.0636 -1.8370 1.0152  0.0558
C -0.6436 0.0243 -0.4054  -0.1781
H 0.0642 -2.4206 0.1979  0.0817
H 1.4767 -0.3276 -0.3133  0.0836
H 1.8494 0.6773 -1.9889  0.0025
H -1.8325 1.7056 0.1600  0.0747
H -0.8509 -2.1431 1.5771  0.0903
H 0.4217 -0.1184 2.6447  0.0831
H 0.0830 1.2742 1.7910  0.0808

Results
**Orbital gap**: 0.294 hartree
**SMILES**: CC=C(N)N.N
**Energy above the lowest of the compared OMol25 structures with the same formula, charge and spin**: 2.4275 eV
**Strongest force on any atom**: 5.31 eV/A
**Lowest unoccupied orbital energy**: 0.83 eV


# 3
Computed, not measured: 2 unconnected molecules or ions with the total composition C6H7NO3P at a distorted geometry, with ωB97M-V with the def2-TZVPD basis set.

Last column: Löwdin charge in e.
Cartesian coordinates (Å):
C 0.3630 0.3740 -0.3685  -0.1342
C -0.8519 -1.7840 0.3571  -0.1296
O 4.1733 -0.7032 -0.8970  -0.6449
C -0.4372 2.5765 -0.6192  -0.1138
H -1.1131 3.0753 -0.0501  0.0348
C -2.2536 -1.4482 0.3520  -0.1322
N -0.6506 1.1688 -0.3250  -0.0171
O 3.4718 -1.3758 1.4087  -0.6516
H 0.5610 2.9936 -0.4272  0.0841
H -2.9762 -2.2904 0.4294  0.1186
C 0.2321 -1.0270 0.0389  -0.0841
H -0.7177 -2.9512 0.6021  0.1439
P 4.4799 -0.6056 0.5655  0.3589
O -3.4068 0.7210 0.4752  0.1417
H 1.4449 0.6916 -0.5127  0.1271
H -0.5221 2.5771 -1.6476  0.0546
C -2.8133 -0.2835 0.4805  -0.2122
H 1.0166 -1.7089 0.1377  0.0558

Results
**Charge**: -1
**Orbital gap**: 0.262 hartree
**Energy above the lowest of the compared OMol25 structures with the same formula, charge and spin**: 3.6231 eV
**Strongest force on any atom**: 3.34 eV/A
**Lowest unoccupied orbital energy**: 3.00 eV


# 4
Computed, not measured: a molecular structure, C43H42IN8O3S2Tl at a distorted geometry, with ωB97M-V with the def2-TZVPD basis set.

Last column: Löwdin charge in e.
Cartesian coordinates (Å):
I 4.8566 0.4690 0.2707  1.1243
H -5.9846 -4.7925 0.6694  0.1098
H 0.7499 -0.6308 -4.3569  0.1236
C 0.5992 -0.6582 -3.2713  -0.2563
C 2.2923 -4.3995 -0.1919  -0.0233
H -2.1381 3.4709 0.5353  0.1132
C 2.3177 5.1845 -0.8645  -0.0564
C -3.0239 2.8475 2.3433  -0.0305
C -5.0212 -2.8993 0.3831  -0.0673
C 3.4346 5.2375 -0.0701  -0.0543
C -2.9173 2.0949 3.5043  -0.2792
H 2.8328 -0.3909 -4.0581  0.1192
C 2.8227 0.0985 -3.0793  -0.2803
C 0.3433 3.9420 -2.6940  0.0158
N 0.1592 2.1158 0.5489  -0.0537
C -1.0149 -2.1682 3.5188  -0.3973
H -5.6019 -2.3864 1.1379  0.1115
H -1.2980 5.2771 -4.6244  0.0810
C -5.2293 -4.2433 0.1193  -0.0293
C 5.8278 -2.2899 0.5898  -0.1627
H -4.3142 0.8272 4.5159  0.0778
O -4.5327 -0.1871 1.2296  -0.3432
H -3.9405 3.3825 2.1270  0.1191
H -2.8951 -4.6835 -2.2961  0.1073
C 4.6721 -1.5912 0.3810  -0.6245
C 3.4128 -2.2244 0.1554  -0.2251
H -1.4872 -1.0745 -3.4284  0.0891
N 1.7609 1.1746 2.6218  0.0124
C 4.6618 -4.3552 0.3498  -0.0342
C -1.6550 -0.9885 1.4551  -0.6925
H -2.1350 3.7808 -5.0337  0.0755
H 4.6055 1.2751 -3.3195  0.0775
C 2.7615 0.8072 3.4189  -0.1546
H -1.0424 -0.3861 -1.8648  0.0439
S -3.7303 -0.4920 0.0649  0.5481
C -1.9991 2.8806 1.4249  -0.0089
C 0.0051 -1.6800 2.7859  -0.2688
C -3.2891 -2.8422 -1.2759  -0.0576
C -1.7131 2.7564 -2.6470  -0.0408
C -4.0557 -2.1928 -0.3149  -0.3001
O 1.4687 0.3116 -2.6803  -0.2117
H 4.0491 6.0941 0.1422  0.0933
C -3.4899 -4.1820 -1.5406  -0.0322
C 3.4543 -3.6537 0.1141  -0.1566
H -2.0440 1.5098 -0.9547  0.0741
H 0.8926 -1.6576 -2.9254  0.1103
H 0.2326 -4.3251 -0.7395  0.1119
S -2.5228 -1.7828 2.7576  1.0563
H 3.4135 1.9865 -2.2296  0.0292
H -3.9495 -6.7363 -1.5893  0.0849
H -4.9625 2.4024 4.0764  0.0771
C -0.8342 -0.3501 -2.9379  -0.0555
H 1.0568 4.5813 -3.2012  0.1221
H -5.1774 -6.7762 -0.4366  0.0865
N -4.6973 -6.2389 -1.1378  0.0933
C -0.6138 1.6262 2.8742  -0.1213
H -0.4177 3.9632 -5.3968  0.0795
H 4.6355 -5.4375 0.3162  0.1146
C 3.5373 1.4288 -3.1570  -0.0811
H 2.8746 0.3135 5.5885  0.0979
H 0.1082 -1.9039 -0.6165  0.0749
N 2.6224 3.1325 -0.0476  0.0316
N 1.8577 3.9124 -0.8283  -0.0800
O -3.9482 0.2781 -1.1363  -0.3124
H 6.7494 -4.2351 0.7579  0.1076
C 3.5743 3.9291 0.4165  -0.1722
C 5.8262 -3.6967 0.5917  -0.0747
H 2.3618 -5.4804 -0.2018  0.1159
C 1.1259 -3.7685 -0.4861  -0.0437
C 2.1477 -1.5949 -0.0572  -0.2316
C -1.1956 4.1910 -4.6660  -0.0464
C -0.7994 2.1597 1.5785  -0.2083
N -0.3427 -1.0152 1.6362  -0.0505
C 0.6591 3.4425 -1.4376  -0.1295
H 3.1391 2.0282 -3.9766  0.0815
C -0.8565 3.6259 -3.3141  -0.2625
H 1.0553 -1.7793 3.0325  0.1111
C -4.0734 1.8894 4.4404  -0.0422
C -1.6808 1.5405 3.7657  -0.0063
H -3.8531 2.2587 5.4443  0.0778
H 0.2100 0.8116 5.4262  0.1186
H -1.5531 0.9935 4.6893  0.1087
H -0.9696 -2.7246 4.4400  0.0578
N -2.1675 -0.4276 0.3589  -0.1182
C 0.9553 0.8499 4.6556  -0.0554
H 3.7632 0.7469 3.0284  0.0494
H 3.3121 -0.5815 -2.3707  0.0899
C -1.3840 2.2356 -1.4095  -0.0524
N 0.6537 1.1731 3.3800  -0.0650
H -1.1009 0.6420 -3.2971  0.0648
H 1.8065 5.9481 -1.4237  0.1232
H 6.7556 -1.7563 0.7425  0.0860
C -4.4648 -4.9025 -0.8415  -0.3254
C -0.2047 2.5838 -0.7506  -0.2550
C 2.3061 0.5992 4.7215  -0.0446
Tl 1.4032 0.4071 0.2776  1.0491
C 1.0663 -2.3649 -0.4140  -0.1518
H 4.3077 3.5536 1.1120  0.0850
H -2.5333 -2.2865 -1.8152  0.0890
H -2.6424 2.4422 -3.1079  0.1257

Results
**Orbital gap**: 0.259 hartree
**Energy above the lowest of the compared OMol25 structures with the same formula, charge and spin**: 0.3531 eV
**Strongest force on any atom**: 1.08 eV/A
**Lowest unoccupied orbital energy**: -0.04 eV


# 5
Computed, not measured: 6 unconnected molecules or ions with the total composition C23H31B3F8IO22P at a distorted geometry, with ωB97M-V with the def2-TZVPD basis set.

Last column: Löwdin charge in e.
Cartesian coordinates (Å):
C -4.9346 -0.6319 5.0846  -0.0215
B -6.2795 -3.5488 3.0396  -0.6391
H -5.2831 0.1329 1.9645  0.1320
H 9.4643 1.2466 -4.9400  0.1458
H 0.8524 -0.7957 4.0382  0.0785
H 2.1618 -0.2209 2.8169  0.0733
C 3.9020 3.9308 -0.9051  -0.5212
H -7.9211 3.2156 -3.8907  0.1761
H 8.7507 1.1896 -2.6169  0.1811
H 3.6901 -0.8029 -2.5240  0.1466
H 5.0999 6.1167 -2.0560  0.1781
O 4.0583 -1.5228 1.2653  0.1531
O 9.2872 -5.9224 0.5279  0.1728
H 3.1666 1.5886 -0.6657  0.1282
F 3.2581 6.8004 -2.4648  0.0837
H -2.6848 -0.3729 1.9660  0.1225
C -7.4267 2.2497 -3.7541  -0.3206
F 8.1810 3.0653 -3.0556  0.0753
H 8.0981 2.2732 -5.4197  0.1477
C 8.5979 -4.9780 0.7554  -0.5382
H 4.6835 0.6458 -2.3049  0.1069
O -3.7345 -2.3796 3.4110  0.2504
C 4.0654 5.7691 -2.1229  -0.3163
O 4.7335 -0.7284 -0.7458  0.0811
O -6.0257 -2.8681 4.2696  0.1966
O -5.1408 -4.0086 2.2531  0.1794
H 6.0399 -3.6046 1.9025  0.1374
O -4.1901 -2.0961 0.9251  0.0359
C -6.0315 0.9448 2.2353  -0.0847
H 7.6068 -3.0970 2.5643  0.1496
C 6.6059 0.3181 -4.0967  -0.5221
H -3.9694 0.7745 3.5367  0.1212
F 1.8067 0.6878 -1.8477  0.0716
H -0.4455 0.5159 2.4373  0.1247
B -4.8864 -1.9921 4.2058  -0.4109
O 7.6030 -4.9626 1.6862  0.0765
P -8.0298 -3.8899 2.3079  0.5384
O -8.8798 0.9026 -2.6360  0.0670
H 1.5074 -1.9897 2.8090  0.0877
O 3.6510 5.2664 -0.8665  0.1541
I -8.4661 -2.5252 0.2843  0.3778
C -4.8249 0.7256 4.2719  -0.1848
H -1.6688 -0.1942 0.4010  0.1287
O -0.8927 -1.4707 1.9670  -0.1898
C 1.2612 -0.8929 2.9811  -0.0719
O -6.0801 1.1235 3.6471  -0.1290
C 4.0388 -0.0652 -1.7978  -0.0654
H -7.0496 0.5749 1.9035  0.1446
H -7.7840 2.3496 -1.6268  0.1356
H 0.4398 -0.2247 0.9411  0.1042
C 0.0987 -0.3827 2.0075  -0.2368
H -6.8792 0.9154 -2.1383  0.1458
O 3.9326 3.2244 0.0569  0.1670
O 6.7751 1.3120 -3.1794  0.1212
H -4.0564 -0.6463 5.8099  0.1316
C 7.1179 -3.6254 1.7416  -0.0658
C -8.9660 0.6776 -3.9765  -0.5380
H -5.8904 -0.6449 5.6965  0.1278
F -5.0296 1.8561 0.2277  0.0546
O 4.1218 3.4964 -2.1756  0.0675
C -7.6685 1.6165 -2.4197  -0.0687
O -9.8136 0.0172 -4.4903  0.1773
O 2.6523 -0.2933 -0.0002  0.1199
H -7.0568 -5.7159 1.4624  0.0507
O 5.6966 -0.4528 -4.0889  0.1736
C 7.5016 -3.0888 0.4039  -0.3270
B -4.3277 -2.8018 2.1505  -0.6249
C -5.6339 2.2520 1.4432  -0.4225
F -4.7077 3.0586 2.0763  0.1104
O 8.7003 -3.7800 0.1100  0.1345
F -6.0998 2.3760 -4.0034  0.0755
C 3.8353 -0.9074 0.2643  -0.5222
C -2.7622 -2.1578 0.5606  -0.0744
H 4.5536 4.6080 -3.8821  0.1442
C 3.8649 4.6002 -3.0371  -0.0535
C 2.9180 0.6014 -1.0667  -0.3021
O 7.6067 0.3104 -5.0174  0.0871
C 8.4099 1.4576 -4.7618  -0.0602
C 8.1169 1.7367 -3.3199  -0.3122
C -2.0050 -0.9023 1.2144  -0.1615
H 2.8422 4.5343 -3.4174  0.1520
H -2.7124 -2.1012 -0.5643  0.1404
H 6.7647 -3.2762 -0.3817  0.1762
H -4.6195 1.5408 5.0458  0.1378
F -6.7200 3.0462 1.0630  0.0801
F 7.7740 -1.7619 0.4718  0.0712
H -2.3723 -3.1382 0.9863  0.1468
O -7.9683 1.3074 -4.6577  0.1398
O -7.9754 -5.4904 1.7240  -0.4117

Results
**Orbital gap**: 0.289 hartree
**SMILES**: CCOCCOB1OB(CCOCC(F)(F)F)OB(P(O)I)O1.O=C1OC[C@@H](F)O1.O=C1OC[C@@H](F)O1.O=C1OC[C@@H](F)O1.O=C1OC[C@@H](F)O1.O=C1OC[C@@H](F)O1
**Strongest force on any atom**: 3.54 eV/A
**Lowest unoccupied orbital energy**: -0.76 eV


# 6
Computed, not measured: a single C3H7N3O2 molecule at a distorted geometry, with ωB97M-V with the def2-TZVPD basis set.

Last column: Löwdin charge in e.
Cartesian coordinates (Å):
N 0.9022 -1.0097 -0.1418  0.0283
H -1.0653 2.2219 1.1754  0.0705
C -1.5360 -0.8811 -0.1374  -0.4216
H 0.5402 1.7008 -0.4201  0.0871
H 2.3910 0.2594 0.6031  0.0625
O -2.4711 -0.9463 -0.8844  0.1145
C 2.3766 -0.5145 -0.2004  -0.0920
H -2.0057 -2.5403 0.7628  0.1738
N -1.3814 1.7683 0.3622  0.0149
N -0.2552 1.2296 -0.1607  -0.0765
H 2.6237 -0.1106 -1.2613  0.0923
C -0.1236 -0.2318 -0.1734  -0.2513
H 3.0008 -1.4316 0.0834  0.0791
H -1.8542 2.4297 -0.3052  0.1228
O -1.1420 -1.9436 0.6978  -0.0045

Results
**Orbital gap**: 0.364 hartree
**SMILES**: C/N=C(\NN)C(=O)O
**Energy above the lowest of the compared OMol25 structures with the same formula, charge and spin**: 4.4466 eV
**Strongest force on any atom**: 5.65 eV/A
**Lowest unoccupied orbital energy**: 0.76 eV


Q: Number 4 is which compound?
A: C43H42IN8O3S2Tl


Q: Look up the strongest force on any atom of the sixth one.
A: 5.65 eV/A